Record 1
{"formula": "C5H6BrN3O2", "method": "ωB97M-V/def2-TZVPD", "orbital_gap_ev": [5.48, 5.45], "smiles": "CC(=O)/N=N\\C(C)=C(\\Br)N=O", "e_homo_ev": [-8.2, -8.1], "elements": ["Br", "O", "O", "N", "N", "N", "C", "C", "C", "C", "C", "H", "H", "H", "H", "H", "H"], "xyz": [[-0.54090, 2.36179, 2.80558], [1.51394, 0.25442, -0.83374], [2.13357, 1.31587, 1.52191], [-1.00316, -0.45525, -0.25235], [1.09776, 1.00230, 1.00409], [-0.11891, -1.25722, -0.66498], [1.96461, -2.01956, -1.58822], [1.12688, -0.91857, -1.03421], [-2.58302, 1.09711, 0.59778], [-0.13914, 1.18675, 1.27564], [-1.19101, 0.55756, 0.50440], [2.27016, -1.76409, -2.60142], [2.86127, -2.13512, -0.98279], [-2.85586, 1.29638, 1.63211], [1.39259, -2.94056, -1.59434], [-3.27851, 0.38351, 0.16658], [-2.65027, 2.03468, 0.04396]], "forces_ev_per_a": [[0.30, -0.53, -0.66], [0.42, 1.20, 0.12], [-0.71, -0.53, -0.40], [-1.21, 0.91, 0.09], [1.73, 0.58, -0.07], [1.17, -1.86, -0.57], [0.29, 0.26, -0.01], [-1.49, -0.22, 1.04], [-0.08, 0.18, -0.02], [-0.56, 0.11, 0.68], [0.14, -0.10, -0.17], [0.06, -0.05, -0.06], [0.09, -0.01, 0.00], [-0.08, 0.00, -0.02], [-0.06, -0.01, 0.00], [0.05, -0.02, -0.02], [-0.06, 0.09, 0.06]], "lowdin_charge": [0.737, 0.094, 0.080, 0.077, -0.113, 0.082, -0.003, -0.485, -0.064, -0.533, -0.340, 0.085, 0.088, 0.044, 0.080, 0.083, 0.090]}

Record 2
{"formula": "C5H6Cl2", "method": "ωB97M-V/def2-TZVPD", "orbital_gap_ev": 10.04, "smiles": "C=C/C=C\\C(Cl)Cl", "e_homo_ev": -9.5, "elements": ["Cl", "Cl", "C", "C", "C", "C", "C", "H", "H", "H", "H", "H", "H"], "xyz": [[0.17213, 2.62440, 0.20139], [2.02970, 0.57517, 1.12740], [-0.89861, -0.80175, 0.19888], [0.49968, -0.43682, -1.84632], [0.34096, 1.18663, 1.26574], [-0.74721, 0.17250, 1.08577], [-0.00780, -1.24405, -0.91011], [0.14870, -2.33059, -0.99228], [0.29532, 1.55583, 2.27562], [-1.56710, 0.32727, 1.79306], [-1.77042, -1.43347, 0.31615], [1.16199, -0.82136, -2.61974], [0.34267, 0.62625, -1.89557]], "forces_ev_per_a": [[-0.18, -0.18, 0.11], [-0.39, -0.09, -0.05], [0.58, -0.62, -0.60], [0.32, -0.62, 0.11], [0.52, -0.21, -0.14], [-0.34, 0.47, 0.04], [-0.12, 0.41, -0.12], [0.00, 0.53, 0.12], [-0.05, 0.26, 0.17], [0.27, -0.07, -0.13], [-0.16, 0.04, 0.09], [-0.25, -0.13, 0.10], [-0.20, 0.22, 0.30]], "lowdin_charge": [0.552, 0.551, -0.119, 0.002, -1.048, -0.205, -0.180, 0.103, 0.039, 0.108, 0.102, 0.060, 0.034]}

Record 3
{"formula": "C5H6ClF", "method": "ωB97M-V/def2-TZVPD", "orbital_gap_ev": 9.27, "smiles": "C=C/C(F)=C/CCl", "e_homo_ev": -9.1, "elements": ["Cl", "F", "C", "C", "C", "C", "C", "H", "H", "H", "H", "H", "H"], "xyz": [[0.12738, 3.29492, 2.18239], [1.80307, 0.56842, -0.70106], [0.54842, -1.17700, -0.04464], [1.37810, -2.03812, 0.48379], [-0.19220, 0.98469, 0.73056], [-0.42776, 2.42960, 0.52489], [0.66952, 0.22620, -0.05407], [2.36628, -1.95562, 0.82638], [-0.80419, 0.40523, 1.40180], [-1.42443, 2.79222, 0.27109], [-0.43981, -1.54194, 0.01275], [0.19008, 2.62615, -0.34012], [0.94069, -2.94748, 0.74653]], "forces_ev_per_a": [[-0.54, -0.39, -1.89], [-0.65, 1.39, -0.13], [-0.74, -1.15, 1.42], [0.38, -0.47, 0.04], [1.01, -0.71, -2.41], [1.27, -0.24, 1.13], [-0.62, 1.97, 1.67], [1.33, 0.74, -0.03], [-0.34, -0.08, -0.15], [-0.02, -0.33, 0.68], [-1.23, -0.21, -0.69], [0.59, 1.18, 0.25], [-0.43, -1.69, 0.11]], "lowdin_charge": [0.386, 0.083, -0.138, 0.073, -0.140, -0.440, -0.286, 0.066, 0.108, 0.072, 0.099, 0.069, 0.049]}

Record 4
{"formula": "C5H6ClN", "method": "ωB97M-V/def2-TZVPD", "orbital_gap_ev": 10.54, "smiles": "Cl[C@@H]1C=C[C@H]2N[C@@H]12", "e_homo_ev": -9.5, "elements": ["Cl", "N", "C", "C", "C", "C", "C", "H", "H", "H", "H", "H", "H"], "xyz": [[-2.70780, -0.22958, -0.26504], [1.17644, -0.96102, 0.53794], [0.58820, 1.26366, -0.36607], [-1.13589, -0.08752, 0.53041], [1.01781, -0.15586, -0.67031], [-0.50246, 1.30327, 0.38776], [-0.10705, -0.99949, -0.10014], [-0.98967, 2.14383, 0.85570], [1.20356, 2.15330, -0.52333], [-0.51450, -1.89197, -0.59911], [-1.28421, -0.36638, 1.56290], [1.54719, -0.38854, -1.57682], [1.70838, -1.78371, 0.22612]], "forces_ev_per_a": [[-0.38, 0.06, -0.27], [1.23, -0.78, 0.22], [0.88, 0.10, 0.63], [1.24, 0.62, 0.25], [-1.76, 1.12, 0.02], [-1.00, -1.06, -0.24], [-0.61, -0.24, -1.37], [0.20, 0.24, -0.08], [-0.13, -0.40, -0.26], [0.56, 0.35, 0.26], [-0.12, 0.03, 0.34], [0.12, -0.21, -0.07], [-0.25, 0.17, 0.58]], "lowdin_charge": [0.616, 0.068, -0.041, -0.671, -0.229, -0.100, -0.324, 0.101, 0.106, 0.137, 0.098, 0.129, 0.110]}

Record 5
{"formula": "C5H6ClNOS", "method": "ωB97M-V/def2-TZVPD", "orbital_gap_ev": [7.29, 7.29], "e_homo_ev": [-8.2, -8.2], "elements": ["Cl", "S", "O", "N", "C", "C", "C", "C", "C", "H", "H", "H", "H", "H", "H"], "xyz": [[2.79127, 1.90966, -1.67441], [-0.89409, -1.73873, 0.05407], [-0.06931, -2.80989, 0.56275], [0.04484, -0.19211, -0.02295], [1.69929, 1.59937, -0.48765], [1.04929, 0.27991, -0.78521], [1.14011, -0.71021, -1.98170], [-1.36425, 0.61074, 1.92050], [-0.66054, -0.29578, 1.05799], [0.13363, -0.98204, -2.19444], [1.68955, -0.32786, -2.93934], [-0.67792, 1.42180, 2.14001], [-2.31732, 0.93270, 1.48069], [-1.53337, 0.20273, 2.90001], [1.70922, -1.51723, -1.59355]], "forces_ev_per_a": [[1.54, 0.59, -1.47], [0.71, 0.90, 0.78], [-0.12, -0.85, -0.01], [0.33, 0.14, 1.23], [-3.08, -3.50, 1.18], [0.54, 1.92, -1.13], [1.88, 2.48, -1.04], [0.15, 0.84, 1.17], [-0.46, -0.60, -2.03], [-0.45, -0.43, -0.71], [-1.17, -0.47, 1.94], [-0.19, 0.63, -0.33], [0.31, 0.13, 0.10], [-0.40, -0.55, 0.36], [0.41, -1.22, -0.03]], "lowdin_charge": [0.620, 1.042, -0.468, -0.161, -0.526, -0.431, -0.095, -0.048, -0.386, 0.028, 0.092, 0.094, 0.102, 0.080, 0.057]}

Record 6
{"formula": "C5H6ClNS", "method": "ωB97M-V/def2-TZVPD", "orbital_gap_ev": 8.33, "smiles": "S=C[C@@H]1N[C@@H]1/C=C\\Cl", "e_homo_ev": -8.8, "elements": ["Cl", "S", "N", "C", "C", "C", "C", "C", "H", "H", "H", "H", "H", "H"], "xyz": [[0.38073, 2.75145, -1.16754], [1.07137, -1.85354, 2.71376], [1.27930, -0.47858, -0.94323], [-1.06455, 1.91450, -0.65337], [0.69791, -0.78248, 1.55249], [-1.14632, 0.61879, -0.52715], [-0.20657, -0.57831, -0.83011], [0.71605, -1.20646, 0.17481], [-1.73359, 2.62072, -0.08142], [0.93990, -2.29625, 0.08044], [-2.06854, 0.09812, -0.21394], [-0.67965, -1.46910, -1.34588], [0.19682, 0.24335, 1.96475], [1.61714, 0.41778, -0.72360]], "forces_ev_per_a": [[-0.13, -0.17, -0.12], [0.08, 0.37, -0.02], [-1.65, -1.36, -0.89], [0.21, 1.91, 1.70], [-1.26, 1.60, 2.69], [0.10, -4.08, -0.22], [0.16, 0.19, -0.67], [0.48, -0.59, -0.09], [0.35, -0.98, -1.33], [-0.52, 0.94, 0.15], [0.06, 1.15, 0.22], [0.46, 1.69, -0.22], [1.46, -2.15, -1.67], [0.20, 1.49, 0.46]], "lowdin_charge": [0.602, 0.679, 0.086, -0.552, -0.639, -0.162, -0.219, -0.436, 0.089, 0.129, 0.118, 0.152, 0.118, 0.035]}

Record 7
{"formula": "C5H6ClO2P", "method": "ωB97M-V/def2-TZVPD", "orbital_gap_ev": 9.45, "smiles": "O=[P@H](Cl)Cc1ccco1", "e_homo_ev": -8.7, "elements": ["Cl", "P", "O", "O", "C", "C", "C", "C", "C", "H", "H", "H", "H", "H", "H"], "xyz": [[-0.15375, -2.46291, -1.23385], [0.11249, -0.70503, -2.26943], [-0.91071, -0.63455, -3.32432], [1.37834, 0.13046, 0.71591], [-0.23241, 0.63077, -1.22744], [-0.24041, 0.14766, 2.33289], [1.18506, 0.03930, 2.09877], [0.10515, 0.40763, 0.25774], [-0.88095, 0.45323, 1.18088], [1.37286, -0.71183, -2.72678], [-1.18663, 1.05297, -1.35406], [0.37016, 1.39852, -1.57436], [-1.90317, 0.54592, 0.98360], [-0.87607, 0.00138, 3.27428], [1.86004, -0.29353, 2.86617]], "forces_ev_per_a": [[0.63, 0.56, 0.00], [-3.61, -1.53, -1.21], [0.32, -0.23, -0.85], [-1.95, 0.65, 1.32], [2.47, -0.49, 3.55], [2.65, -0.70, 4.13], [-4.79, -0.35, 0.43], [-0.72, 0.64, -2.60], [1.72, -0.42, -1.79], [1.67, -0.13, 0.03], [-1.56, -0.32, -0.06], [1.64, 1.71, -0.92], [-1.16, 0.27, -0.22], [1.82, 0.26, -1.05], [0.87, 0.06, -0.76]], "lowdin_charge": [0.329, 0.327, -0.416, 0.023, -0.242, -0.082, -0.056, -0.342, -0.079, 0.012, 0.099, 0.077, 0.113, 0.133, 0.104]}

Record 8
{"formula": "C5H6ClO2S", "method": "ωB97M-V/def2-TZVPD", "orbital_gap_ev": 7.56, "smiles": "O=C([O-])[C@@]1(Cl)CCCS1", "e_homo_ev": -4.2, "total_charge": -1, "elements": ["Cl", "S", "O", "O", "C", "C", "C", "C", "C", "H", "H", "H", "H", "H", "H"], "xyz": [[3.52281, 0.61623, 0.00197], [1.54135, -0.91322, 1.56188], [1.80957, -2.00629, -1.91575], [3.47652, -2.43793, -0.47916], [0.87506, 0.35768, -0.79935], [-0.38039, -0.22080, -0.18676], [-0.15793, -0.27956, 1.31520], [2.53323, -1.81859, -0.94221], [2.12912, -0.47974, -0.10415], [1.00674, 1.41390, -0.57174], [0.94370, 0.17008, -1.86893], [-0.84188, -0.95759, 1.82668], [-0.52995, -1.22815, -0.57920], [-0.22196, 0.71101, 1.77235], [-1.25779, 0.38678, -0.41724]], "forces_ev_per_a": [[0.55, 0.33, -0.02], [-0.20, -0.17, -0.08], [-0.69, -0.32, -0.91], [0.85, -0.58, 0.45], [1.79, -1.42, 0.83], [0.00, -0.01, 0.03], [0.34, 0.01, 0.23], [-0.32, 1.31, 0.72], [-2.02, 0.63, -1.24], [-0.02, 0.06, 0.09], [0.03, 0.06, 0.05], [-0.05, 0.06, -0.02], [-0.01, 0.02, -0.01], [-0.15, 0.00, -0.06], [-0.11, 0.00, -0.06]], "lowdin_charge": [0.553, 0.838, -0.047, -0.058, -0.225, -0.284, -0.487, -0.835, -0.962, 0.081, 0.097, 0.059, 0.111, 0.060, 0.101]}

Record 9
{"formula": "C5H6CoO3", "method": "ωB97M-V/def2-TZVPD", "orbital_gap_ev": [8.50, 5.42], "spin_multiplicity": 5, "e_homo_ev": [-12.0, -12.0], "total_charge": 1, "s2": 6.005, "elements": ["Co", "O", "O", "O", "C", "C", "C", "C", "C", "H", "H", "H", "H", "H", "H"], "xyz": [[-3.03462, 1.02778, -1.53692], [0.25501, 0.87715, -0.91300], [-0.02210, -1.07555, 0.03108], [-1.78540, -0.01905, -0.79980], [1.81108, -0.93715, 1.60991], [-0.58306, -0.06908, -0.58283], [1.06748, -0.27017, 2.57741], [1.58152, 0.53668, -0.46914], [1.40885, -0.85463, 0.16282], [1.18077, -1.67200, 2.66775], [-0.02588, -0.25582, 2.48319], [2.24766, 0.53537, -1.33625], [1.89960, 1.30111, 0.24886], [1.89927, -1.63388, -0.43161], [2.89903, -0.95608, 1.77839]], "forces_ev_per_a": [[-1.52, 1.20, -0.86], [-0.73, 0.08, -0.25], [-0.63, 0.12, -0.29], [0.16, -1.07, 0.48], [-0.97, 2.44, 0.50], [2.37, -0.38, 0.84], [-0.01, -2.61, 1.39], [0.81, 0.23, 0.25], [0.24, -1.18, -0.92], [1.15, 1.38, -0.19], [0.11, 0.63, -0.93], [-0.22, 0.02, 0.18], [-0.12, -0.18, -0.18], [-0.23, 0.15, -0.03], [-0.42, -0.85, 0.02]], "lowdin_charge": [0.884, 0.119, 0.145, -0.107, -0.184, -0.531, 0.025, -0.008, -0.209, 0.231, 0.026, 0.153, 0.157, 0.168, 0.131]}

Record 10
{"formula": "C5H6CsLiO4", "method": "ωB97M-V/def2-TZVPD", "orbital_gap_ev": [6.38, 6.40], "spin_multiplicity": 2, "e_homo_ev": [-11.1, -11.2], "total_charge": 1, "s2": 0.753, "elements": ["Cs", "O", "O", "O", "O", "C", "C", "C", "C", "C", "Li", "H", "H", "H", "H", "H", "H"], "xyz": [[-5.46410, -0.60048, -0.42269], [-2.27151, 2.35904, 2.17054], [-3.74995, 1.74427, 0.60477], [4.85281, -2.60664, -2.45216], [-1.97769, 0.49175, 0.79492], [4.10360, -1.76220, -2.11272], [3.32655, -0.76973, -1.77044], [0.02144, -0.64512, -0.02186], [-2.63832, 1.66135, 1.19427], [-0.59570, 0.66782, 0.46415], [-1.23073, -0.13644, 3.93231], [-0.65135, -1.22701, -0.63557], [3.61863, -0.09307, -0.98246], [-0.03991, 1.01542, 1.33631], [-0.52377, 1.39557, -0.34608], [2.70185, -0.28608, -2.50632], [0.51816, -1.20843, 0.75306]], "forces_ev_per_a": [[0.37, 0.59, 0.12], [1.17, -1.65, -0.91], [0.63, -0.24, -0.05], [-1.80, 1.40, 0.88], [1.28, -0.68, 0.15], [2.01, -1.34, -1.00], [-0.15, 0.80, -0.05], [-1.73, 0.65, 1.35], [-3.31, 0.97, 1.08], [0.89, -0.72, -0.55], [-0.23, 0.71, -0.57], [0.28, -0.08, -0.50], [0.15, -0.38, 0.37], [0.03, 0.36, -0.05], [0.03, 0.28, 0.13], [-0.21, -0.47, -0.20], [0.60, -0.21, -0.21]], "lowdin_charge": [1.014, -0.014, -0.159, 0.162, -0.118, -0.254, -0.020, 0.088, -0.786, -0.272, 0.923, 0.050, 0.059, 0.101, 0.129, 0.060, 0.038]}

Record 11
{"formula": "C5H6CuLiO4", "method": "ωB97M-V/def2-TZVPD", "orbital_gap_ev": [6.82, 6.71], "spin_multiplicity": 2, "e_homo_ev": [-12.4, -12.3], "total_charge": 1, "s2": 0.771, "elements": ["Cu", "O", "O", "O", "O", "C", "C", "C", "C", "C", "Li", "H", "H", "H", "H", "H", "H"], "xyz": [[1.07341, -2.04016, 1.25498], [2.37686, 0.85631, 0.14971], [2.81782, -1.32084, 0.51674], [-4.84879, 0.66027, -0.45893], [4.22635, -0.07897, -0.63614], [3.17714, -0.21583, -0.00064], [0.11028, 1.25358, 0.72973], [-3.90144, 0.36872, -1.19378], [-2.88060, -0.55572, -0.81553], [1.31474, 0.76605, 1.02914], [4.53539, -2.01690, -0.30156], [-2.08749, -0.81721, -1.51688], [1.57034, 0.32674, 1.99750], [-0.66951, 1.24101, 1.49220], [-3.78761, 0.87268, -2.17453], [-2.96382, -1.08815, 0.13399], [-0.06309, 1.78844, -0.20601]], "forces_ev_per_a": [[0.52, 0.77, -0.38], [-0.01, 0.03, -0.03], [-0.51, -1.94, 0.62], [0.53, -0.30, -0.32], [-0.47, -0.71, 0.39], [0.48, 1.56, -0.63], [0.45, 0.09, 0.24], [-0.21, 0.49, 0.27], [-0.05, -0.34, -0.06], [-0.55, -0.30, 0.05], [-0.03, 0.57, -0.08], [-0.18, 0.12, 0.21], [-0.08, 0.25, -0.10], [0.22, 0.02, -0.29], [-0.07, -0.20, 0.15], [0.00, 0.23, -0.26], [-0.02, -0.34, 0.23]], "lowdin_charge": [0.721, 0.076, -0.143, 0.033, 0.026, -0.733, 0.089, -0.355, 0.092, -0.212, 0.868, 0.056, 0.123, 0.083, 0.115, 0.066, 0.094]}

Record 12
{"formula": "C5H6F6NO", "method": "ωB97M-V/def2-TZVPD", "orbital_gap_ev": [7.63, 7.63], "e_homo_ev": [-4.0, -4.0], "total_charge": -1, "elements": ["F", "F", "F", "F", "F", "F", "O", "N", "C", "C", "C", "C", "C", "H", "H", "H", "H", "H", "H"], "xyz": [[-1.29453, -1.73729, 1.46183], [-0.01349, 2.39942, 0.66036], [-2.20332, 0.33834, 1.72289], [-0.51627, -0.20718, 2.86181], [1.39961, 1.41572, 1.82379], [1.64621, 1.34827, -0.33848], [2.18628, -1.94293, -0.65450], [2.14009, -1.62019, 0.55511], [-0.07812, -0.04140, 0.50998], [-0.41884, -0.59574, -0.87919], [-0.86433, 0.46458, -1.98734], [0.71448, 1.20307, 0.64321], [-0.94306, -0.39980, 1.56963], [0.55883, -0.99272, -1.18822], [-0.88937, 0.13898, -3.07808], [-2.00049, 0.81696, -1.79783], [2.23324, -0.62447, 0.81161], [-1.25221, -1.38415, -0.63469], [-0.40468, 1.42054, -2.06189]], "forces_ev_per_a": [[-0.48, 1.05, 0.48], [-0.22, -0.10, -0.94], [0.50, -1.03, -0.94], [0.64, -0.44, -0.63], [0.29, -1.10, -0.15], [-0.35, -0.06, -0.01], [0.33, 1.78, 2.57], [-0.59, -2.28, -1.15], [1.03, 1.07, -0.61], [-0.52, 0.83, 0.35], [-3.79, -0.55, -0.22], [-0.86, 0.54, 0.74], [-1.15, -0.01, 1.79], [-0.73, -0.69, -0.59], [0.20, -0.37, 1.41], [2.25, -0.98, -0.23], [0.43, 0.45, -1.24], [1.85, 1.33, -1.27], [1.17, 0.59, 0.64]], "lowdin_charge": [0.050, 0.044, -0.026, 0.071, 0.063, 0.094, -0.162, 0.008, -0.186, -0.181, -0.112, -0.547, -0.510, 0.050, 0.059, 0.099, 0.024, 0.141, 0.021]}

What are the energy values for these records? In order: -3082.656505, -1114.452105, -754.078557, -709.011111, -1182.258751, -1107.135254, -1146.122617, -1203.063129, -1802.060445, -522.437061, -2142.800413, -923.248074 Eh.